[1]
This record from the OMol25 dataset describes a 2-piece molecular cluster, C5H5N3O overall. The level of theory is wB97M-V/def2-TZVPD.

Output
* orbital gap: 0.329 Ha
* total charge: 0
* E: -432.9139 Eh
* ΔE to the lowest compared entry with this formula, charge and spin: 81.5 kcal per mole
* highest occupied orbital energy: -9.36 eV

Each line ends with the Löwdin charge.
Atoms and positions in Å:
N (2.349, -0.428, -0.789)  0.207
C (1.384, 0.146, -0.959)  -0.159
C (0.172, 0.660, -1.526)  -0.617
N (-0.643, -0.358, -1.730)  0.205
O (-0.048, 1.808, -1.788)  0.100
H (-1.289, -0.274, -2.445)  0.104
H (-0.406, -1.213, -1.208)  0.109
C (0.086, 1.402, 1.537)  0.039
C (-0.594, 0.301, 1.508)  -0.103
C (-0.814, -0.943, 1.369)  -0.221
N (-0.776, -2.157, 1.113)  0.116
H (0.874, 1.523, 2.277)  0.084
H (-0.114, 2.169, 0.833)  0.054
H (-0.181, -2.636, 1.809)  0.083



[2]
This record from the OMol25 dataset describes a 2-piece molecular cluster, C5H5N3O5 overall. The level of theory is wB97M-V/def2-TZVPD.

Output
* orbital gap (spin up / spin down): 0.326 / 0.224 Ha
* total charge: 0
* E: -733.7311 Eh
* ΔE to the lowest compared entry with this formula, charge and spin: 118.0 kcal per mole
* highest occupied orbital energy (spin up / spin down): -10.45 / -7.94 eV

Each line ends with the Löwdin charge.
Atoms and positions in Å:
C (0.123, 0.309, 0.999)  0.049
C (-0.524, 1.380, -1.085)  -0.099
C (1.106, -0.326, 0.287)  -0.143
C (1.342, -0.035, -1.155)  -0.163
C (-0.721, 1.198, 0.326)  -0.293
N (0.404, 0.836, -1.770)  0.081
N (1.962, -1.261, 0.917)  -0.371
N (-2.203, -1.295, 0.196)  -0.198
O (1.816, -1.457, 2.110)  0.067
O (-1.353, -2.062, -0.129)  0.116
O (2.805, -1.798, 0.215)  0.073
O (-3.387, -1.319, 0.265)  0.119
O (-1.673, 1.845, 1.006)  0.092
H (-0.012, 0.109, 2.052)  0.140
H (-1.201, 2.034, -1.622)  0.121
H (2.344, 0.404, -1.297)  0.145
H (1.382, -0.967, -1.739)  0.139
H (-2.209, 2.405, 0.426)  0.125



[3]
This record from the OMol25 dataset describes an isolated ion of composition C5H5N4S and charge +1. The level of theory is wB97M-V/def2-TZVPD.

Output
* orbital gap: 0.278 Ha
* total charge: +1
* E: -810.3728 Eh
* ΔE to the lowest compared entry with this formula, charge and spin: 50.9 kcal per mole
* highest occupied orbital energy: -14.37 eV

Each line ends with the Löwdin charge.
Atoms and positions in Å:
S (-0.952, -1.234, 1.739)  0.907
C (-0.035, -0.355, 0.501)  -0.683
N (0.288, 1.162, 1.085)  0.184
C (-0.265, 2.053, 0.401)  -0.219
N (-1.110, 1.931, -0.621)  0.146
C (-1.239, 0.884, -1.239)  -0.051
C (-0.433, -0.259, -0.944)  -0.163
N (0.329, -0.950, -1.729)  0.227
C (1.206, -1.526, -0.905)  -0.045
N (1.143, -1.155, 0.355)  0.085
H (-0.501, -0.599, 2.852)  -0.067
H (0.087, 3.041, 0.572)  0.135
H (-1.968, 0.983, -2.087)  0.170
H (1.952, -2.289, -1.187)  0.176
H (1.498, -1.688, 1.206)  0.198



[4]
This record from the OMol25 dataset describes C5H5NO in the gas phase. The level of theory is wB97M-V/def2-TZVPD.

Output
* orbital gap: 0.376 Ha
* total charge: 0
* E: -323.3797 Eh
* ΔE to the lowest compared entry with this formula, charge and spin: 87.8 kcal per mole
* highest occupied orbital energy: -9.44 eV

Each line ends with the Löwdin charge.
Atoms and positions in Å:
C (-0.962, -0.683, 0.384)  -0.038
C (0.000, 0.082, -0.461)  -0.093
C (1.074, 0.745, -0.814)  -0.009
C (-0.058, 1.187, -1.673)  -0.190
N (-0.293, 2.686, -1.674)  0.120
C (0.315, 3.535, -2.248)  -0.337
O (1.215, 4.178, -2.715)  0.099
H (-1.390, -1.522, -0.045)  0.058
H (-1.792, -0.094, 0.559)  0.056
H (-0.718, -0.918, 1.406)  0.081
H (2.206, 0.663, -1.044)  0.138
H (-0.128, 0.822, -2.695)  0.114



[5]
This record from the OMol25 dataset describes C5H5NO in the gas phase. The level of theory is wB97M-V/def2-TZVPD.

Output
* orbital gap: 0.323 Ha
* total charge: 0
* E: -323.4082 Eh
* ΔE to the lowest compared entry with this formula, charge and spin: 70.0 kcal per mole
* highest occupied orbital energy: -9.04 eV

Each line ends with the Löwdin charge.
Atoms and positions in Å:
O (-2.484, 0.878, -0.022)  0.134
C (-1.527, 0.221, -0.086)  -0.251
C (-1.167, -1.205, 0.272)  -0.071
N (0.058, -1.543, 0.015)  0.082
C (0.892, -0.463, -0.446)  -0.325
C (1.128, 0.655, 0.589)  -0.103
C (0.159, 0.865, -0.505)  -0.122
H (-1.917, -1.974, 0.541)  0.124
H (1.671, -0.586, -1.221)  0.137
H (2.025, 1.393, 0.533)  0.131
H (0.788, 0.145, 1.603)  0.145
H (0.375, 1.613, -1.274)  0.120



[6]
This record from the OMol25 dataset describes C5H5NO in the gas phase. The level of theory is wB97M-V/def2-TZVPD.

Output
* orbital gap (spin up / spin down): 0.295 / 0.295 Ha
* total charge: 0
* E: -323.3632 Eh
* ΔE to the lowest compared entry with this formula, charge and spin: 98.2 kcal per mole
* highest occupied orbital energy (spin up / spin down): -8.84 / -8.84 eV

Each line ends with the Löwdin charge.
Atoms and positions in Å:
N (2.345, 0.594, -0.228)  0.151
C (1.568, -0.278, -0.217)  -0.331
C (0.569, -1.253, 0.046)  -0.062
C (-0.886, -0.897, 0.091)  -0.167
C (-0.302, 0.371, 0.500)  -0.085
C (-0.344, 1.479, -0.541)  -0.250
O (-0.512, 2.631, -0.225)  0.084
H (0.925, -2.179, 0.525)  0.125
H (-1.483, -0.940, -0.812)  0.112
H (-1.346, -1.392, 0.945)  0.131
H (-0.173, 0.711, 1.517)  0.148
H (-0.361, 1.153, -1.601)  0.143